(1)
Entry from OMol25: an isolated molecule of C3H4S in a non-equilibrium geometry (ωB97M-V/def2-TZVPD).

Values from the calculation:
- structure (SMILES) = C=CC=S
- largest force on an atom (eV/Å) = 6.26
- energy above the lowest of the compared OMol25 structures with the same formula, charge and spin (kJ/mol) = 72.0

```
8
Properties=species:S:1:pos:R:3:forces:R:3:nbo_charge:R:1
C -0.00867 0.93127 0.80332 0.9 -0.3 -0.4 -0.23
C -0.14312 -0.38491 0.45685 -1.3 1.9 5.8 -0.34
C -0.04110 -0.71456 -0.84297 1.7 -0.9 -5.7 -0.27
S 0.29065 0.23680 -2.17113 -0.5 -0.6 0.8 -0.03
H -0.07945 1.49178 1.78787 0.0 -1.2 -1.4 0.22
H 0.38519 1.41900 -0.12814 -0.7 0.6 1.3 0.22
H -0.40528 -1.21041 1.16823 0.2 1.0 -0.5 0.22
H 0.00178 -1.76897 -1.07403 -0.4 -0.3 0.0 0.21
```
Positions in Å, forces in eV/Å.

(2)
Entry from OMol25: a structure of composition C3H3FInNO6 in a non-equilibrium geometry (ωB97M-V/def2-TZVPD).

Values from the calculation:
- charge = +2
- largest force on an atom (eV/Å) = 1.64
- energy above the lowest of the compared OMol25 structures with the same formula, charge and spin (kJ/mol) = 0.0

```
15
Properties=species:S:1:pos:R:3:forces:R:3:nbo_charge:R:1
In 9.83923 25.13039 -15.04053 -0.7 0.2 0.3 1.20
N 9.77684 27.53897 -17.86896 1.0 -0.4 -0.4 0.68
O 9.17818 27.48018 -16.77871 -0.2 -0.1 -0.1 -0.11
O 10.85642 27.01204 -18.00429 -0.3 0.1 0.2 -0.08
O 9.24077 28.12547 -18.76745 -0.5 0.3 0.1 0.03
C 4.94151 28.72185 -14.11910 0.3 -0.2 0.7 -0.14
C 4.29006 27.37496 -13.85113 -1.5 0.4 -0.6 0.42
O 5.36513 26.45722 -13.85790 0.4 0.0 0.0 -0.43
C 6.41933 27.05270 -14.40222 -0.9 -0.3 0.7 1.01
O 7.40642 26.44232 -14.76682 1.2 -0.3 -0.4 -0.63
O 6.29629 28.35078 -14.49825 0.1 0.2 -0.5 -0.39
F 3.46023 27.03390 -14.87491 0.3 0.0 -0.2 -0.31
H 5.04610 29.28846 -13.19043 -0.1 0.2 -0.2 0.25
H 4.45162 29.29716 -14.89815 0.1 0.0 -0.1 0.26
H 3.65154 27.33636 -12.97007 0.6 -0.3 0.4 0.22
```
Positions in Å, forces in eV/Å.

(3)
Entry from OMol25: a cluster of 2 separate species, C5H14 in total in a non-equilibrium geometry (ωB97M-V/def2-TZVPD).

Values from the calculation:
- structure (SMILES) = CCC.CC
- largest force on an atom (eV/Å) = 6.42
- energy above the lowest of the compared OMol25 structures with the same formula, charge and spin (kJ/mol) = 245.7

```
19
Properties=species:S:1:pos:R:3:forces:R:3:nbo_charge:R:1
C 1.67179 1.94862 -0.65668 -1.6 2.2 -5.6 -0.62
C 0.42746 1.43123 -1.36474 2.9 -2.9 -1.5 -0.40
C 0.60993 -0.11892 -1.27484 -1.8 -0.4 -3.7 -0.64
H 1.61608 3.02603 -0.63420 0.9 1.0 -1.4 0.21
H 2.50550 1.48027 -1.14135 0.8 0.4 0.0 0.21
H 1.70287 1.95531 0.30962 -0.1 -2.0 6.1 0.21
H -0.49011 1.67800 -1.01687 -2.6 0.9 1.9 0.20
H 0.31125 1.61570 -2.42639 0.7 0.9 -0.3 0.20
H -0.43264 -0.55388 -1.47597 1.4 -0.2 1.9 0.22
H 1.11996 -0.68317 -2.14075 -0.2 1.6 0.6 0.20
H 1.33573 -0.18079 -0.51561 -0.4 -1.7 1.9 0.22
C -1.97996 -1.31381 1.40436 -2.0 2.2 -0.8 -0.61
C -0.65870 -1.78204 1.81941 2.5 1.0 -1.6 -0.61
H -2.25504 -1.45508 0.34354 0.8 0.2 0.2 0.20
H -2.71218 -1.89891 1.85888 -1.6 -0.8 1.1 0.20
H -2.20660 -0.22469 1.62252 0.3 -1.2 0.0 0.20
H -0.43939 -2.62389 1.15279 0.8 0.4 -0.2 0.21
H 0.05480 -0.87696 1.73821 -0.5 -2.0 0.0 0.20
H -0.53339 -2.24837 2.76056 -0.4 0.1 1.4 0.21
```
Positions in Å, forces in eV/Å.

(4)
Entry from OMol25: a structure of composition C16H44AlN5O7 in a non-equilibrium geometry (ωB97M-V/def2-TZVPD).

Values from the calculation:
- charge = +2
- largest force on an atom (eV/Å) = 4.56
- energy above the lowest of the compared OMol25 structures with the same formula, charge and spin (kJ/mol) = 304.5

```
73
Properties=species:S:1:pos:R:3:forces:R:3:mulliken_charge:R:1
Al -2.65078 4.03637 -1.70075 -0.4 -0.8 0.6 0.99
N -0.01842 1.70460 0.24900 1.2 -2.3 2.9 1.04
O 0.90665 2.24477 0.82435 2.4 -0.3 -0.1 -0.44
O -0.96727 2.39675 0.09510 -3.8 1.6 -2.0 -0.60
O -0.05723 0.43696 0.10571 0.1 1.5 -0.9 -0.54
C -4.07519 -0.75531 0.21628 -1.0 -1.3 1.2 -1.39
C -4.17668 0.63803 -0.25430 -1.5 1.8 1.3 0.31
C -4.24808 1.63107 1.01064 -0.7 0.3 -2.2 -0.88
O -4.44364 3.00541 0.56829 0.2 -0.3 -0.2 -0.32
C -4.99218 3.85607 1.57130 0.3 0.6 1.0 -0.88
N -3.14892 0.93758 -1.17849 1.7 0.6 -0.5 -0.23
H -5.03569 -1.09723 0.60180 -0.3 0.1 0.0 0.47
H -3.45612 -0.83607 1.10977 0.8 -0.4 -0.5 0.41
H -3.90534 -1.38620 -0.65619 0.7 -0.3 0.4 0.17
H -5.04962 0.63073 -0.90700 -0.7 0.8 0.6 0.45
H -3.32629 1.59435 1.59120 0.1 -0.3 0.1 0.34
H -5.12051 1.35351 1.60218 0.1 -0.2 0.2 0.53
H -6.07685 3.85513 1.67894 -0.1 -0.5 -0.4 0.32
H -4.70806 4.90151 1.45115 0.1 0.0 -0.8 0.29
H -4.58187 3.67624 2.56499 0.1 -0.6 0.1 0.35
H -3.24776 0.23140 -1.89378 0.1 0.0 -0.9 0.33
H -2.24719 0.72386 -0.77686 0.4 0.1 0.2 -0.10
C -0.75940 -2.67046 -1.03708 0.4 -1.3 -0.3 -0.75
C -1.43546 -3.04786 -2.37279 -1.4 0.8 1.7 0.36
C -2.60635 -4.04942 -2.13121 1.4 -1.7 -1.4 -1.03
O -2.94928 -4.57280 -3.41905 -0.7 -0.3 -0.3 -0.32
C -3.84212 -5.71357 -3.36998 -0.2 0.9 0.5 -0.75
N -2.02420 -1.82597 -2.88402 -0.3 0.6 -1.4 -0.43
H 0.24967 -2.28585 -1.18522 0.0 0.1 -0.1 0.00
H -0.64296 -3.62763 -0.52878 0.2 0.2 0.5 0.45
H -1.30088 -1.97049 -0.40072 -0.3 -0.2 -0.3 0.06
H -0.72791 -3.47908 -3.08097 0.1 -0.3 0.1 0.41
H -3.46804 -3.72578 -1.54738 0.0 0.6 -0.1 0.40
H -2.22788 -4.97218 -1.69147 0.5 0.3 1.1 0.45
H -3.54716 -6.53218 -2.71350 0.9 0.0 0.0 0.30
H -4.00121 -6.11200 -4.37200 0.0 0.4 0.1 0.26
H -4.76122 -5.38319 -2.88604 -0.5 0.1 -0.4 0.33
H -2.44721 -2.00135 -3.78424 -0.9 -0.5 -0.1 0.25
H -1.35050 -1.14357 -3.20115 0.7 0.2 0.6 0.20
C 3.33922 -0.23670 -3.69802 0.4 -0.7 0.5 -1.57
C 2.78633 -0.59914 -2.27038 2.9 1.6 -1.6 0.65
C 3.97650 -0.93308 -1.29528 -1.5 -1.3 -0.6 -0.67
O 4.52521 -2.16393 -1.74074 -1.0 1.5 -0.3 -0.31
C 5.75616 -2.51161 -1.16312 -0.5 0.0 0.1 -0.72
N 2.15982 0.55014 -1.75205 -1.7 -0.4 0.3 -0.33
H 2.61952 0.24769 -4.35794 -0.4 -0.4 0.1 0.45
H 3.68973 -1.18731 -4.10000 -0.1 0.2 -0.4 0.39
H 4.19508 0.43826 -3.69356 0.1 0.0 0.5 0.34
H 2.06214 -1.37150 -2.52942 -0.1 -0.8 0.8 -0.02
H 3.59611 -1.00633 -0.27644 -0.4 -0.5 0.3 0.40
H 4.62508 -0.06325 -1.19113 0.7 -0.1 -0.8 0.51
H 6.07074 -3.39485 -1.71902 0.5 0.3 0.2 0.26
H 5.55227 -2.75972 -0.12150 0.4 -0.1 0.3 0.31
H 6.40298 -1.63652 -1.22592 0.6 -0.3 0.0 0.34
H 1.45113 0.84110 -2.41022 0.1 0.8 -0.5 0.35
H 1.60216 0.29462 -0.94966 0.1 0.3 1.3 0.24
C 2.32661 3.15963 6.01447 1.6 -0.5 0.6 -1.44
C 2.61969 3.49156 4.53310 2.1 -1.0 -0.4 0.12
C 3.34987 2.26775 3.77827 -3.5 2.3 0.1 -0.47
O 3.72681 2.68709 2.42245 -0.2 -1.3 2.7 -0.27
C 4.00941 1.52817 1.66845 0.1 0.7 -1.3 -0.81
N 1.32908 3.80475 3.97707 0.1 -0.8 0.2 -0.45
H 3.30593 2.99718 6.46464 0.2 0.4 0.4 0.37
H 1.84497 2.20785 6.23862 -0.5 0.0 -0.7 0.41
H 1.81525 3.94619 6.56937 0.1 0.1 -0.2 0.47
H 3.37128 4.27405 4.42857 -0.5 0.7 0.3 0.36
H 2.45154 1.66009 3.66933 0.3 -1.0 -0.3 0.22
H 4.00456 1.78448 4.50347 0.9 0.1 -0.8 0.38
H 3.95825 1.87566 0.63659 0.4 0.0 -0.2 0.29
H 3.24338 0.75404 1.71333 0.0 -0.1 0.7 0.33
H 5.01226 1.15587 1.87770 0.0 -0.2 0.1 0.45
H 0.83416 4.31715 4.69303 -0.3 1.0 -0.3 0.30
H 0.85584 2.91455 4.03787 -0.6 -0.5 -0.9 0.32
```
Positions in Å, forces in eV/Å.

What is the formula in the second record?
C3H3FInNO6